(1)
Molecular formula: C6H12O
Method: DFT, ωB97M-V/def2-TZVPD

XYZ file:
```
19
Properties=species:S:1:pos:R:3:forces:R:3:nbo_charge:R:1
H 3.09927 -0.29213 -0.57971 0.05 0.12 0.14 0.231
H -0.87788 2.20224 1.85344 0.01 -0.09 -0.14 0.219
H -0.44164 -0.50540 -2.37162 0.06 -0.02 0.11 0.213
H 2.29200 0.10080 0.94329 -0.09 -0.05 -0.14 0.221
H -0.26812 -2.38986 0.07719 0.14 0.18 -0.12 0.176
H 0.02870 1.85064 0.37465 -0.24 -0.13 0.01 0.211
H -2.11709 0.17166 1.79773 0.09 0.12 0.13 0.165
C -1.36587 0.27175 1.00919 -0.01 0.08 0.33 -0.063
H 0.99514 -2.86632 -1.16144 -0.05 -0.04 0.12 0.168
C 0.43649 -2.05197 -0.69318 0.05 -0.39 0.07 -0.427
H 2.09250 1.16384 -0.47319 0.06 -0.15 0.05 0.218
H -1.68731 2.29357 0.28934 0.03 -0.03 0.10 0.200
C 0.12229 -0.85372 -1.52326 0.44 0.11 -0.14 -0.160
C 2.18357 0.12286 -0.14593 0.11 0.05 -0.01 -0.650
H -0.49399 -0.32715 1.31404 -0.23 0.02 -0.18 0.176
O -1.92512 -0.31320 -0.15518 -0.40 0.21 -0.03 -0.713
C 1.05484 -0.68590 -0.64658 0.01 -0.01 -0.45 -0.008
C -0.94318 1.73146 0.86613 -0.05 0.03 -0.05 -0.640
H -2.18461 0.37683 -0.77490 0.04 -0.01 0.20 0.465
```
Positions in Å, forces in eV/Å.

- LUMO: 0.997 eV
- SMILES string: CC1=CC1.CCO
- Energy relative to the best compared isomer or geometry (same formula, charge and spin): 78.78 kcal per mole
- Frontier orbital gap: 9.5 eV
- Highest occupied orbital energy: -8.5254 eV
- E_tot: -310.9337 hartree

(2)
Molecular formula: C5H8ClN2OS
Method: DFT, ωB97M-V/def2-TZVPD

XYZ file:
```
18
Properties=species:S:1:pos:R:3:forces:R:3:nbo_charge:R:1
S -0.53563 -1.62677 -1.51309 -1.55 0.79 0.91 0.333
H -2.58818 0.62140 1.45727 0.26 -0.62 0.62 0.386
C 0.22302 -0.92219 0.84692 1.70 -2.74 0.19 -0.289
H -1.32042 0.36231 2.47840 -0.67 -0.40 -0.09 0.389
C 0.89197 -0.75724 -0.62869 -1.70 1.22 0.79 -0.290
C 2.02783 1.68218 -0.69509 2.69 -0.99 2.37 0.556
C 0.85571 0.74306 -1.22868 -0.20 0.07 0.65 -0.540
H -2.97355 -0.94158 -0.57837 2.02 -0.18 0.62 0.298
C -1.84906 -1.01108 -0.33561 2.88 -0.17 0.75 0.022
N -1.26028 -0.66917 0.82768 -1.12 -0.07 -3.49 -0.148
H 0.78832 0.70154 -2.36842 0.39 0.25 1.60 0.285
Cl 2.05786 3.39599 -1.39345 -0.26 -2.00 0.65 -0.036
N -2.01678 -0.13092 1.89151 0.93 1.16 -0.28 -0.565
O 2.88691 1.34338 0.15193 -4.02 1.26 -3.74 -0.493
H -0.13756 1.20763 -0.86145 1.57 -0.51 -0.69 0.242
H 0.23499 -2.08053 0.94136 0.16 1.67 0.11 0.256
H 1.88582 -1.32983 -0.74504 -1.78 0.88 0.33 0.308
H 0.82903 -0.58819 1.75284 -1.28 0.39 -1.28 0.286
```
Positions in Å, forces in eV/Å.

- LUMO: -5.100 eV
- Frontier orbital gap: 8.9 eV
- Charge: +1
- Highest occupied orbital energy: -13.9667 eV
- E_tot: -1238.0979 hartree

(3)
Molecular formula: C7H14N3
Method: DFT, ωB97M-V/def2-TZVPD

XYZ file:
```
24
Properties=species:S:1:pos:R:3:forces:R:3:nbo_charge:R:1
C 0.54433 1.20995 1.21454 -4.19 -1.96 -1.98 0.475
H 2.83519 0.30648 -0.36583 0.40 0.43 -1.66 0.426
H 0.22554 -0.58759 -2.16693 0.95 -1.73 -2.12 0.215
H -1.55133 0.03778 1.05706 -0.97 2.27 2.53 0.244
N 2.47664 0.02639 0.50921 -2.44 0.12 1.23 -0.329
H 2.26819 2.01094 1.43742 2.29 0.83 0.00 0.440
C -2.06727 -0.85458 -0.70571 -2.08 -3.30 -0.47 -0.373
H 0.31571 1.06979 -1.76105 1.54 2.08 -0.53 0.224
C 1.30987 -1.01982 0.38820 -1.51 0.04 0.64 -0.287
N 1.87596 1.14452 1.20292 0.40 -1.04 0.71 -0.496
C -0.11072 0.16076 -1.55272 -1.98 -0.50 2.13 -0.466
H -1.80028 -1.93475 -1.16023 -0.62 2.34 0.43 0.183
H -2.02867 1.25067 -1.18836 0.78 -1.16 -0.89 0.212
H -1.12022 -1.69809 0.96794 -0.10 -1.24 1.47 0.216
H -3.20035 -0.98041 -0.41732 2.07 0.69 -0.80 0.238
C -1.63257 0.28185 -1.66442 0.26 0.55 5.79 -0.383
H -2.05015 0.13242 -2.54969 -1.43 -0.30 -4.11 0.223
H 3.17601 -0.51867 0.97289 0.92 0.39 1.23 0.441
H -0.54845 2.48463 2.44841 0.69 0.35 0.16 0.408
N -0.43787 1.81694 1.70517 1.67 -1.47 -1.17 -0.693
H 0.97530 -1.36141 1.41569 1.29 0.48 -0.95 0.263
H 1.62500 -1.86171 -0.17977 1.10 -0.58 -0.60 0.238
C 0.11397 -0.36447 -0.14605 -0.03 3.72 3.74 0.042
C -1.19384 -0.75161 0.53864 0.99 -1.03 -4.80 -0.463
```
Positions in Å, forces in eV/Å.

- LUMO: -3.466 eV
- Energy relative to the best compared isomer or geometry (same formula, charge and spin): 141.94 kcal per mole
- Frontier orbital gap: 8.8 eV
- Charge: +1
- Highest occupied orbital energy: -12.2947 eV
- E_tot: -438.9620 hartree

(4)
Molecular formula: CH13N2O4
Method: DFT, ωB97M-V/def2-TZVPD

XYZ file:
```
20
Properties=species:S:1:pos:R:3:forces:R:3:nbo_charge:R:1
H 0.24518 -1.69511 2.73690 0.18 -3.78 1.46 0.475
N 1.57145 -1.03354 -1.56984 -5.58 0.03 2.61 -0.736
H 1.46046 -1.89801 0.27159 1.16 -1.15 2.35 0.216
O -2.77601 0.05327 0.05269 0.42 4.16 2.39 -0.960
O -0.69975 2.45074 -1.99586 2.34 -0.93 -0.32 -0.950
C 0.86254 -1.42997 -0.40531 -0.14 3.39 -5.17 0.436
H -1.14215 -0.65199 -0.97403 2.96 -1.29 2.79 0.473
H -0.67384 -0.87678 0.83913 0.50 -0.80 -1.94 0.496
N -0.39945 -1.08674 -0.19416 -1.10 1.20 -0.56 -0.769
H -1.43834 2.84230 -2.40104 -1.62 0.74 -0.42 0.485
H -3.27128 0.90041 0.38946 1.86 -2.03 -0.56 0.498
H 2.81047 1.37596 0.99975 -3.14 -0.80 0.60 0.486
H 1.38651 1.40572 0.31745 0.56 -0.21 1.04 0.463
H -0.87988 2.17448 -1.11308 -0.73 0.07 0.81 0.467
O 1.80949 1.09937 1.15882 2.70 1.13 -1.79 -0.946
H -3.49102 -0.29929 -0.38391 -2.58 -2.03 -1.88 0.478
H 2.43666 -1.36419 -1.86418 1.56 -0.92 -0.22 0.427
H 0.94052 -0.59462 -2.26086 1.05 -0.26 0.28 0.413
H 0.06840 -0.29022 3.46716 0.23 -1.23 -1.07 0.515
O 0.18741 -0.80424 2.62878 -0.64 4.70 -0.41 -0.966
```
Positions in Å, forces in eV/Å.

- LUMO: -3.516 eV
- Energy relative to the best compared isomer or geometry (same formula, charge and spin): 54.13 kcal per mole
- Frontier orbital gap: 11.1 eV
- Charge: +1
- Highest occupied orbital energy: -14.6303 eV
- E_tot: -456.0860 hartree